[1]
DFT (wB97M-V/def2-TZVPD) results for a structure of composition C39H37CaN6O5.

```
88
Properties=species:S:1:pos:R:3
Ca 0.496 0.418 -0.151
C 1.348 0.525 3.426
N 1.935 0.572 2.079
C 2.978 -0.470 1.995
C 3.521 -0.711 0.611
C 4.883 -0.738 0.360
C 5.321 -0.980 -0.934
C 4.386 -1.178 -1.935
C 3.041 -1.131 -1.598
N 2.618 -0.914 -0.354
C 2.528 1.926 1.941
C 3.019 2.369 0.577
C 4.206 3.079 0.472
C 4.611 3.539 -0.771
C 3.823 3.273 -1.877
C 2.648 2.567 -1.683
N 2.247 2.141 -0.489
C 0.769 -0.798 3.889
C 0.692 -1.022 5.261
C 0.145 -2.206 5.723
C -0.293 -3.144 4.801
C -0.175 -2.841 3.457
N 0.337 -1.694 3.004
H 2.110 0.817 4.166
H 0.564 1.288 3.481
H 3.803 -0.224 2.680
H 2.525 -1.403 2.333
H 5.585 -0.572 1.165
H 6.379 -1.006 -1.155
H 4.679 -1.362 -2.957
H 2.263 -1.274 -2.340
H 1.759 2.636 2.260
H 3.363 2.026 2.649
H 4.808 3.263 1.351
H 5.534 4.094 -0.871
H 4.099 3.603 -2.866
H 2.002 2.341 -2.526
H 1.059 -0.275 5.951
H 0.071 -2.397 6.784
H -0.714 -4.090 5.106
H -0.507 -3.543 2.698
O -1.055 -0.878 0.766
C -1.926 -1.486 -0.234
C -1.630 -0.737 -1.621
O -2.539 -0.385 -2.344
O -0.379 -0.566 -1.864
C -3.348 -1.338 0.297
C -4.471 -1.336 -0.528
C -5.746 -1.266 0.016
C -5.929 -1.205 1.387
C -4.821 -1.222 2.218
C -3.547 -1.290 1.677
C -1.519 -2.940 -0.405
C -0.200 -3.338 -0.204
C 0.173 -4.663 -0.379
C -0.762 -5.605 -0.773
C -2.074 -5.212 -0.994
C -2.451 -3.891 -0.810
H -0.696 -1.491 1.436
H -4.352 -1.378 -1.598
H -6.600 -1.258 -0.648
H -6.926 -1.152 1.802
H -4.944 -1.184 3.292
H -2.700 -1.295 2.349
H 0.559 -2.617 0.072
H 1.204 -4.951 -0.213
H -0.474 -6.638 -0.914
H -2.814 -5.935 -1.307
H -3.482 -3.610 -0.975
O 0.177 2.672 -5.913
C -1.235 2.835 -5.860
N -1.640 2.763 -4.492
C -1.773 3.882 -3.729
O -1.751 5.015 -4.162
C -1.846 3.618 -2.254
C -2.599 4.426 -1.413
C -2.657 4.103 -0.068
C -1.941 3.007 0.390
N -1.175 2.258 -0.399
C -1.137 2.570 -1.695
H 0.477 2.922 -6.793
H -1.731 2.039 -6.424
H -1.528 3.812 -6.247
H -1.731 1.858 -4.053
H -3.132 5.272 -1.825
H -3.257 4.678 0.621
H -1.995 2.715 1.433
H -0.544 1.919 -2.330
```

Summary:
E   -78660.780 eV
Net charge   +1
HOMO   -0.399 hartree
HOMO-LUMO gap   8.26 eV


[2]
DFT (wB97M-V/def2-TZVPD) results for a cluster of 8 separate species, C25H47I2NO7S in total.

```
83
Properties=species:S:1:pos:R:3
C 0.003 -4.499 0.383
C -1.181 -3.640 -0.104
I -1.658 -2.223 1.471
C -0.898 -2.959 -1.457
C -0.074 -1.691 -1.354
C 1.304 -1.758 -1.137
C 2.028 -0.589 -0.964
C 1.434 0.663 -1.036
C 2.301 1.884 -0.809
C 2.887 1.915 0.611
C 2.034 2.825 1.479
I 2.696 2.732 3.513
C 0.060 0.749 -1.281
C -0.672 -0.436 -1.436
S -2.423 -0.263 -1.729
C -2.731 1.080 -0.615
C -3.877 1.125 0.169
C -4.082 2.198 1.028
C -3.118 3.203 1.094
C -1.975 3.154 0.308
C -1.768 2.080 -0.553
N -0.600 1.999 -1.347
H 0.723 -4.645 -0.415
H 0.518 -3.962 1.172
H -0.348 -5.443 0.779
H -2.073 -4.243 -0.209
H -1.825 -2.711 -1.961
H -0.346 -3.663 -2.071
H 1.771 -2.725 -1.060
H 3.087 -0.669 -0.756
H 3.112 1.880 -1.533
H 1.756 2.809 -0.972
H 3.934 2.208 0.618
H 2.857 0.925 1.057
H 1.015 2.452 1.458
H 2.087 3.858 1.173
H -4.582 0.311 0.095
H -4.966 2.221 1.642
H -3.279 4.022 1.778
H -1.264 3.967 0.380
H 0.017 2.732 -1.035
C 1.420 -1.283 5.283
O 2.499 -1.541 4.394
H 1.142 -2.229 5.742
H 1.714 -0.581 6.068
H 0.555 -0.885 4.746
H 2.746 -0.706 3.986
C 3.337 -4.389 -3.365
O 2.078 -4.603 -2.721
H 3.960 -5.257 -3.165
H 3.203 -4.285 -4.445
H 3.821 -3.498 -2.975
H 1.536 -3.831 -2.907
C 0.519 -7.411 3.741
O -0.199 -6.340 3.136
H 1.461 -7.513 3.209
H 0.728 -7.199 4.792
H -0.035 -8.350 3.664
H -1.033 -6.243 3.603
C 5.918 -1.681 -4.850
O 4.987 -1.639 -3.772
H 5.920 -2.695 -5.241
H 5.627 -0.994 -5.648
H 6.926 -1.432 -4.508
H 4.981 -0.744 -3.423
C 0.010 5.997 2.799
O 0.767 5.700 1.625
H -0.067 5.088 3.391
H 0.510 6.767 3.391
H -0.991 6.336 2.521
H 0.824 6.511 1.113
C -2.197 6.615 -1.370
O -1.076 6.592 -0.485
H -3.084 6.822 -0.778
H -2.076 7.399 -2.121
H -2.315 5.647 -1.863
H -0.295 6.407 -1.013
C -7.865 0.160 -1.473
O -7.344 1.471 -1.279
H -8.880 0.150 -1.082
H -7.893 -0.100 -2.535
H -7.272 -0.584 -0.935
H -6.446 1.481 -1.622
```

Summary:
E   -69544.142 eV
Net charge   0
HOMO   -0.285 hartree
SMILES string   C[C@@H](I)Cc1ccc(CCCI)c2c1Sc1ccccc1N2.CO.CO.CO.CO.CO.CO.CO
HOMO-LUMO gap   8.00 eV


[3]
DFT (wB97M-V/def2-TZVPD) results for a cluster of 2 separate species, C3H9BCl2NO2 in total in a non-equilibrium geometry.

```
18
Properties=species:S:1:pos:R:3
N 1.054 -0.525 -0.442
B -0.151 -1.042 -1.297
C -1.445 -1.487 -0.370
C -2.492 -0.432 -0.160
O -2.956 -0.173 0.884
O -2.920 0.229 -1.257
H 0.910 0.443 -0.159
H 1.828 -0.475 -1.099
H -0.466 -0.273 -2.213
H 0.251 -2.064 -1.861
H -1.948 -2.293 -0.911
H -1.176 -1.818 0.621
H -2.673 -0.334 -2.006
C 2.522 2.144 2.116
Cl 2.648 0.420 2.451
Cl 1.248 2.530 0.944
H 2.296 2.659 3.043
H 3.469 2.490 1.717
```

Summary:
E   -34564.818 eV
Net charge   -1
HOMO   -0.137 hartree
HOMO-LUMO gap   6.71 eV


[4]
DFT (wB97M-V/def2-TZVPD) results for an isolated molecule of C29H36N4O5 in a non-equilibrium geometry.

```
74
Properties=species:S:1:pos:R:3
C -2.954 -1.114 1.763
C -2.352 -2.513 1.735
C -1.888 -2.960 0.337
C -1.245 -4.347 0.442
C -3.047 -2.995 -0.658
N -0.894 -2.030 -0.202
C 0.268 -1.701 0.378
O 0.645 -2.098 1.465
C 1.072 -0.686 -0.467
C 2.567 -0.870 -0.507
C 3.254 -0.337 -1.590
C 4.634 -0.367 -1.656
C 5.362 -0.953 -0.625
O 6.719 -1.009 -0.563
C 7.463 -0.387 -1.582
C 4.675 -1.536 0.439
C 3.299 -1.490 0.500
N 0.726 0.653 0.042
C 1.516 1.147 1.149
C 2.825 1.770 0.718
C 2.911 2.538 -0.436
C 4.116 3.100 -0.817
C 5.249 2.902 -0.048
C 5.170 2.143 1.107
C 3.965 1.582 1.487
C -0.355 1.241 -0.486
O -1.043 0.657 -1.327
C -0.742 2.640 -0.039
C -1.748 2.625 1.122
C -3.216 2.404 0.763
O -4.095 2.945 1.397
N -3.440 1.539 -0.261
C -4.678 1.066 -0.628
C -5.970 1.512 -0.241
C -6.812 0.666 -0.901
C -8.291 0.572 -0.952
O -6.090 -0.212 -1.621
N -4.766 0.039 -1.444
H -3.169 -0.819 2.788
H -3.879 -1.068 1.196
H -2.254 -0.398 1.341
H -3.083 -3.235 2.101
H -1.487 -2.541 2.399
H -0.890 -4.673 -0.533
H -0.401 -4.314 1.125
H -1.968 -5.069 0.811
H -3.852 -3.613 -0.269
H -2.715 -3.422 -1.602
H -3.437 -1.999 -0.853
H -1.177 -1.516 -1.026
H 0.696 -0.720 -1.496
H 2.704 0.129 -2.395
H 5.127 0.073 -2.507
H 7.286 -0.856 -2.555
H 8.509 -0.518 -1.306
H 7.236 0.682 -1.646
H 5.248 -2.009 1.220
H 2.787 -1.942 1.334
H 1.717 0.296 1.807
H 0.934 1.873 1.722
H 2.037 2.684 -1.055
H 4.169 3.691 -1.719
H 6.191 3.339 -0.348
H 6.051 1.981 1.710
H 3.909 0.984 2.385
H 0.138 3.212 0.253
H -1.196 3.136 -0.901
H -1.709 3.580 1.650
H -1.485 1.846 1.845
H -2.663 1.119 -0.780
H -6.199 2.319 0.420
H -8.612 -0.427 -0.662
H -8.643 0.757 -1.965
H -8.727 1.304 -0.279
```

Summary:
E   -46856.239 eV
Net charge   0
HOMO   -0.309 hartree
SMILES string   CCC(C)(C)NC(=O)[C@H](c1ccc(OC)cc1)N(Cc1ccccc1)C(=O)CCC(=O)Nc1cc(C)on1
HOMO-LUMO gap   9.03 eV


[5]
DFT (wB97M-V/def2-TZVPD) results for a structure of composition CHF4NO3STm in a non-equilibrium geometry.

```
12
Properties=species:S:1:pos:R:3
N -0.265 0.513 1.190
S -0.378 0.744 -0.348
O 0.526 -0.020 -1.271
O -1.028 1.969 -0.767
C -1.917 -0.484 -0.122
F -2.706 -0.200 0.909
F -2.671 -0.288 -1.202
F -1.598 -1.773 -0.113
F 4.565 -0.852 -0.972
Tm 2.648 -0.472 -0.537
O 1.290 0.335 1.158
H 1.533 0.526 2.075
```

Summary:
Spin multiplicity   3
E   -59910.395 eV
Net charge   +1
HOMO (alpha / beta)   -0.506 / -0.506 hartree
HOMO-LUMO gap (alpha / beta)   6.58 / 6.53 eV


[6]
DFT (wB97M-V/def2-TZVPD) results for a structure of composition C30H32NOS4Ti in a non-equilibrium geometry.

```
69
Properties=species:S:1:pos:R:3
Ti 0.180 0.777 -0.008
C 3.387 -0.972 2.535
C 2.320 -0.050 2.010
S 2.459 0.528 0.361
C 1.292 0.375 2.781
C 1.099 -0.085 4.198
S 0.101 1.517 2.171
H 4.079 -1.260 1.748
H 2.960 -1.885 2.954
H 3.965 -0.491 3.327
H 2.052 -0.131 4.725
H 0.659 -1.086 4.230
H 0.439 0.580 4.753
O -1.825 0.556 -0.049
S -2.986 1.561 -0.207
C -3.591 1.237 -1.874
C -3.962 -0.191 -2.125
C -5.298 -0.579 -2.137
C -5.642 -1.913 -2.303
C -4.648 -2.867 -2.461
C -3.312 -2.484 -2.473
C -2.971 -1.151 -2.310
C -4.306 0.842 0.834
C -3.840 -0.347 1.622
C -3.210 -0.167 2.848
C -2.797 -1.264 3.588
C -3.014 -2.548 3.103
C -3.630 -2.729 1.873
C -4.039 -1.632 1.129
H -2.773 1.594 -2.506
H -4.431 1.927 -1.988
H -6.075 0.169 -2.025
H -6.683 -2.205 -2.315
H -4.913 -3.908 -2.592
H -2.535 -3.222 -2.619
H -1.932 -0.850 -2.331
H -5.121 0.578 0.161
H -4.625 1.656 1.483
H -3.044 0.832 3.232
H -2.322 -1.117 4.549
H -2.716 -3.406 3.693
H -3.806 -3.728 1.495
H -4.522 -1.776 0.171
S 0.361 2.005 -1.971
C 0.318 3.525 -1.020
C -0.849 4.290 -1.013
C -0.905 5.470 -0.292
C 0.207 5.899 0.424
C 1.375 5.152 0.401
C 1.435 3.970 -0.322
H -1.704 3.971 -1.596
H -1.810 6.062 -0.295
H 0.161 6.821 0.988
H 2.247 5.490 0.945
H 2.345 3.383 -0.333
C -0.215 -5.560 -0.432
C -0.116 -4.068 -0.316
C 0.309 -3.283 -1.387
C 0.414 -1.920 -1.232
N 0.103 -1.309 -0.080
C -0.318 -2.044 0.956
C -0.433 -3.416 0.869
H -0.113 -5.885 -1.465
H -1.168 -5.919 -0.045
H 0.575 -6.032 0.154
H 0.572 -3.735 -2.334
H 0.776 -1.290 -2.040
H -0.588 -1.504 1.856
H -0.783 -3.969 1.730
```

Summary:
E   -101620.788 eV
Net charge   +1
HOMO   -0.377 hartree
HOMO-LUMO gap   7.03 eV


Q: Which value of E does entry 2 give?
A: -69544.142 eV


Q: Among the records above, which one has the lowest E?
A: C30H32NOS4Ti


Q: Which of these has the lowest E?
A: C30H32NOS4Ti